A 2-piece molecular cluster, C4H7BrCl2 overall in a non-equilibrium geometry. Source: the Open Molecules 2025 dataset; level of theory: ωB97M-V/def2-TZVPD.

Calculated values
Gap between HOMO and LUMO (spin up / spin down) ... 9.412 / 6.279 eV
Relative energy (zero: lowest compared OMol25 entry of this formula, charge and spin) ... 3.7970 eV
E_HOMO (spin up / spin down) ... -8.73 / -7.25 eV
F_max ... 4.47 eV Å⁻¹

Each line ends with the Mulliken charge.
Geometry (Å):
C: 0.357 1.396 -1.913  -0.40
C: -0.510 -1.278 2.417  -0.94
C: 1.224 0.285 -1.858  -0.26
C: -0.544 -0.491 1.167  0.33
Cl: 0.640 -1.241 -2.020  -0.15
Cl: -1.570 -1.080 -0.074  -0.11
Br: -0.847 1.405 1.503  -0.18
H: 0.835 2.387 -2.405  0.28
H: -0.503 1.308 -2.661  0.27
H: 0.186 1.580 -0.833  -0.08
H: -1.431 -1.559 3.008  0.29
H: 0.146 -0.789 3.173  0.31
H: -0.187 -2.218 1.890  0.29
H: 2.205 0.292 -1.393  0.37

Cartesian forces (eV/Å) of the 3 atoms listed first:
-0.63 3.96 -1.97
0.45 -1.30 -0.05
2.56 -0.63 -0.13